Entry 1:
Density functional theory data (ωB97M-V/def2-TZVPD) for a structure of composition C8H18BaBr6O5P.

XYZ file:
```
39
Properties=species:S:1:pos:R:3:lowdin_charge:R:1
Ba 3.740 -0.267 0.395 1.87
Br 0.703 -5.443 0.865 0.53
Br 0.580 -2.086 5.656 0.55
Br 1.711 -5.092 3.865 0.57
Br 3.850 -5.571 1.539 0.55
Br -1.561 -2.612 3.328 0.58
Br -0.557 0.379 4.035 0.55
P 0.106 1.074 -1.324 0.43
O -0.487 2.322 -0.505 -0.18
O 1.444 0.673 -0.823 -0.44
O 0.058 1.531 -2.834 -0.18
O -1.019 -0.038 -1.209 -0.15
O 2.241 -1.892 1.564 -0.68
C -1.628 -2.364 -1.118 -0.05
C -1.196 1.728 -3.556 -0.20
C -0.073 -1.510 3.907 -1.58
C 2.145 -4.757 2.020 -1.58
C 0.195 3.547 -0.229 -0.26
C 0.229 3.701 1.283 -0.06
C -0.829 -1.263 -0.485 -0.27
C -1.407 3.244 -3.741 -0.04
H -1.261 -2.458 -2.148 0.09
H 0.600 4.644 1.682 0.09
H 0.694 -1.648 3.160 -0.09
H -1.006 3.572 -4.701 0.08
H -2.007 1.354 -2.933 0.11
H 1.309 -1.859 1.357 -0.10
H 1.214 3.494 -0.626 0.12
H -0.357 4.353 -0.713 0.12
H -2.477 3.450 -3.789 0.08
H -1.172 -1.095 0.545 0.10
H -1.124 1.172 -4.485 0.12
H -0.792 3.634 1.665 0.09
H -1.476 -3.332 -0.649 0.06
H -0.944 3.821 -2.951 0.06
H 2.187 -3.684 1.877 -0.11
H 0.231 -1.504 -0.391 0.09
H -2.677 -2.091 -1.216 0.09
H 0.814 2.872 1.684 0.06
```

Summary:
E = -449060.4564 eV
multiplicity = 1
LUMO level = -4.37 eV
total charge = +1

=====

Entry 2:
Density functional theory data (ωB97M-V/def2-TZVPD) for a cluster of 2 separate species, C12H19N4 in total.

XYZ file:
```
35
Properties=species:S:1:pos:R:3:lowdin_charge:R:1
N -1.524 2.197 -1.357 0.05
N 0.612 1.201 2.123 0.05
N -1.785 -0.097 -1.611 -0.02
N -2.301 0.802 0.621 0.08
C 1.773 -1.128 -0.343 -0.03
C 2.362 2.074 -0.973 -0.07
C 0.836 -0.067 1.606 -0.20
C -1.925 0.954 -0.723 -0.47
C 1.483 0.092 0.277 -0.10
C 0.877 -2.425 1.422 -0.12
C 1.043 2.169 1.175 -0.03
C 1.462 -2.409 0.156 -0.09
C -1.442 -2.391 -2.164 -0.10
C 1.669 1.503 0.143 -0.28
C 0.510 -1.313 2.169 -0.04
C -2.159 -1.448 -1.105 -0.20
H -1.897 1.474 1.337 0.09
H 2.227 -1.107 -1.322 0.10
H -1.676 2.340 -2.369 0.06
H 0.675 -3.401 1.902 0.10
H 0.156 -1.384 3.170 0.09
H 0.877 3.195 1.390 0.11
H -1.915 -1.649 -0.110 0.06
H -1.601 -3.471 -1.861 0.08
H 2.219 1.603 -1.901 0.05
H -1.332 3.077 -0.843 0.07
H -1.711 -0.053 -2.599 0.09
H 3.482 1.899 -0.782 0.12
H -1.736 -2.270 -3.215 0.06
H -3.247 -1.564 -1.285 0.11
H 1.838 -3.278 -0.286 0.08
H 2.162 3.121 -1.244 0.09
H -0.386 -2.226 -2.332 0.04
H -2.352 -0.097 1.024 0.04
H 0.279 1.405 3.055 0.14
```

Summary:
E = -18709.1359 eV
⟨S²⟩ = 0.754
multiplicity = 2
LUMO level (alpha / beta) = 0.84 / 0.77 eV
total charge = 0

=====

Entry 3:
Density functional theory data (ωB97M-V/def2-TZVPD) for the molecule C5H8N2O.

XYZ file:
```
16
Properties=species:S:1:pos:R:3:lowdin_charge:R:1
O 0.082 0.044 -1.753 0.04
N 0.900 -0.691 1.667 0.10
N -1.566 -0.042 -0.089 -0.03
C 1.387 -0.200 -1.850 -0.15
C 1.972 -0.577 -0.633 -0.02
C -1.877 1.203 0.671 -0.09
C -0.223 -0.135 -0.421 -0.32
C 0.909 -0.549 0.285 -0.31
H 3.049 -0.726 -0.521 0.11
H 1.576 -1.385 1.915 0.08
H -1.459 2.139 0.236 0.09
H -2.988 1.293 0.841 0.09
H -0.060 -0.971 1.834 0.08
H -2.150 -0.310 -0.868 0.12
H -1.371 1.002 1.616 0.06
H 1.819 -0.096 -2.930 0.15
```

Summary:
E = -10340.9224 eV
structure (SMILES) = CNc1occc1N
multiplicity = 1
LUMO level = 1.08 eV
total charge = 0

=====

Entry 4:
Density functional theory data (ωB97M-V/def2-TZVPD) for a cluster of 2 separate species, H4NS in total.

XYZ file:
```
6
Properties=species:S:1:pos:R:3:lowdin_charge:R:1
S -0.131 2.154 -1.102 -0.41
N -0.189 -1.150 0.670 -0.01
H -1.180 -1.239 0.499 -0.02
H 0.215 -1.878 0.123 -0.03
H 1.150 2.334 -0.602 -0.46
H 0.135 -0.220 0.413 -0.08
```

Summary:
E = -12391.2645 eV
multiplicity = 1
LUMO level = 4.72 eV
total charge = -1

=====

Entry 5:
Density functional theory data (ωB97M-V/def2-TZVPD) for a cluster of 16 separate species, C78H200N12O28 in total.

XYZ file:
```
318
Properties=species:S:1:pos:R:3:lowdin_charge:R:1
O -0.023 5.800 -4.483 -0.18
O 5.164 4.483 0.086 -0.18
O 1.665 1.134 2.912 -0.21
O 6.054 -0.033 -0.378 -0.06
O 1.356 6.735 1.599 -0.21
O 1.922 2.507 -3.328 -0.09
O 3.570 -2.178 -3.753 -0.22
O -5.874 -4.731 -2.005 -0.20
O 9.808 -0.111 6.702 -0.21
O 2.468 -4.349 0.334 -0.24
O -1.844 4.601 1.035 -0.24
O -0.959 -9.154 5.847 -0.19
O -1.506 0.424 -6.486 -0.18
O 2.894 -2.368 6.754 -0.21
O -3.987 5.772 -3.876 -0.22
O 0.528 -7.078 10.962 -0.21
O -3.157 -0.097 1.970 -0.22
O 4.255 3.886 -4.746 -0.22
O -7.885 2.683 -4.637 -0.21
O 6.172 -0.546 3.533 -0.20
O -4.509 -1.145 -10.993 -0.19
O -1.222 -3.431 5.809 -0.19
O -1.303 -2.040 -1.575 -0.24
O 1.693 3.608 -0.874 -0.08
O -6.621 -1.320 -3.687 -0.23
O -2.652 2.350 -1.397 -0.15
O -3.686 -4.617 -8.124 -0.18
O 0.143 0.341 6.431 -0.03
N 3.208 -4.627 -2.321 -0.06
N 2.960 4.455 1.769 -0.03
N -3.520 2.588 2.466 -0.03
N 7.964 1.261 4.746 -0.04
N -6.671 5.001 -3.144 -0.04
N -0.569 2.278 0.231 -0.05
N 0.408 -6.659 6.729 -0.05
N 2.640 5.768 -3.617 -0.04
N -5.571 -2.186 -6.085 -0.06
N 1.838 -4.646 9.475 -0.06
N -3.913 -2.697 -2.948 -0.05
N -3.790 0.971 -8.112 -0.06
C 1.613 6.488 -2.813 -0.18
C 7.048 -1.543 3.017 -0.08
C 1.545 -4.319 1.371 -0.13
C 0.362 1.699 5.967 -0.46
C 6.181 4.387 -0.904 -0.09
C 4.161 -4.480 -3.377 -0.24
C -3.764 0.262 3.183 -0.22
C -6.679 -5.704 -2.641 -0.12
C -3.500 6.541 -4.954 -0.10
C -3.742 -3.635 -1.874 -0.21
C -0.819 2.592 6.382 -0.05
C -2.401 -4.819 -8.624 -0.12
C 3.576 -5.659 -1.401 -0.22
C -8.425 3.365 -3.537 -0.23
C -1.596 -1.790 -2.944 -0.18
C 6.347 0.770 2.998 -0.23
C 2.886 0.450 3.087 -0.10
C -0.975 -2.568 4.683 -0.11
C 4.266 3.922 2.180 -0.17
C -6.484 -0.298 -2.702 -0.08
C 0.059 -2.199 -1.269 -0.10
C -3.613 -2.198 -10.883 -0.12
C -0.466 -5.475 6.865 -0.20
C 5.175 3.227 -5.641 -0.08
C 0.946 5.603 2.354 -0.21
C -5.289 -3.166 -7.160 -0.19
C -1.308 -8.445 7.016 -0.25
C -1.598 5.403 -0.071 -0.09
C 3.835 5.329 -2.932 -0.22
C -3.412 1.682 3.577 -0.22
C -7.375 3.917 -2.580 -0.23
C 2.098 4.779 2.889 -0.21
C 0.904 -4.685 10.591 -0.22
C 3.051 -3.432 7.726 -0.20
C 3.988 0.637 -1.397 -0.03
C 1.102 -5.900 11.491 -0.23
C -3.229 3.947 2.861 -0.22
C -0.788 1.189 -0.680 -0.19
C -6.963 -1.858 -6.010 -0.22
C -1.485 1.734 -1.844 -0.23
C 4.831 4.975 -4.008 -0.22
C 9.722 1.330 6.467 -0.21
C -4.466 -4.949 -2.176 -0.20
C -7.160 -0.816 -4.935 -0.19
C 1.312 1.262 1.515 -0.17
C -3.886 0.849 -6.656 -0.19
C 1.920 -3.383 8.752 -0.22
C 2.183 7.685 2.262 -0.10
C -3.109 -1.468 -2.946 -0.17
C -0.238 0.842 -6.090 -0.10
C -0.726 4.824 -3.654 -0.07
C -4.071 0.025 -10.357 -0.20
C -2.085 -9.713 5.188 -0.11
C 4.166 -1.572 -0.042 -0.02
C -4.778 6.519 -2.957 -0.22
C -5.709 5.623 -2.244 -0.23
C -3.305 -1.454 1.504 -0.06
C 7.684 1.381 3.340 -0.24
C 5.040 3.443 0.988 -0.25
C 2.600 -1.417 -4.538 -0.08
C -0.151 -4.448 5.800 -0.20
C -2.563 1.200 -6.027 -0.25
C -4.474 -0.049 -8.849 -0.21
C 1.726 2.261 6.359 -0.04
C 4.638 -0.118 -0.228 -0.48
C -0.079 -7.776 7.524 -0.22
C -8.772 2.422 -5.711 -0.10
C -3.026 4.872 1.693 -0.23
C 9.918 -0.448 8.066 -0.13
C 2.532 -5.672 -0.281 -0.17
C 1.047 -8.340 11.305 -0.10
C -0.092 1.880 1.566 -0.14
C 0.497 6.868 -3.771 -0.26
C 3.802 -2.347 5.681 -0.11
C -3.598 2.513 -2.453 -0.07
C 9.339 1.611 5.053 -0.24
C 3.746 -3.430 -4.384 -0.25
C -3.851 -3.611 -7.171 -0.25
H 0.297 5.947 3.205 0.14
H -2.715 -1.599 0.625 0.05
H -0.662 5.077 -0.486 0.07
H 0.376 1.668 4.860 0.11
H -5.565 -2.760 -8.126 0.11
H -0.962 -0.932 -3.266 0.10
H -6.362 -5.843 -3.694 0.08
H 0.871 7.595 -4.475 0.12
H 1.676 8.069 3.165 0.09
H 6.765 -2.449 3.516 0.08
H -0.298 7.372 -3.193 0.12
H 2.664 -6.408 0.511 0.12
H 0.418 -3.238 -1.353 0.09
H 6.020 3.552 -1.574 0.08
H -0.150 -4.589 10.407 0.11
H 9.006 -0.110 8.610 0.10
H -0.880 2.512 -2.314 0.11
H 0.963 -0.040 6.663 0.04
H 1.174 -3.876 11.264 0.12
H -4.540 2.911 -2.031 0.07
H -0.122 0.763 -5.024 0.06
H 0.863 -8.964 10.441 0.07
H -1.364 2.884 0.278 0.07
H -2.776 -8.964 4.786 0.08
H -7.584 -2.780 -5.822 0.13
H 8.082 -1.282 3.226 0.08
H -4.882 0.209 3.080 0.14
H -3.981 -3.053 -11.456 0.10
H 2.836 -0.588 2.647 0.10
H -8.988 2.636 -2.945 0.12
H -2.190 -7.837 6.758 0.12
H 1.565 -5.792 -0.750 0.11
H 6.213 -0.409 -1.254 0.09
H 4.861 4.674 2.757 0.14
H 10.032 -1.518 8.219 0.08
H -3.449 -0.956 -3.857 0.11
H -2.642 1.207 -4.936 0.09
H -3.346 -0.824 -2.101 0.11
H 1.923 2.911 -2.427 -0.02
H -0.071 2.781 2.163 0.10
H -1.308 -2.648 -3.578 0.13
H -3.292 3.255 -3.167 0.07
H -8.245 -0.595 -4.830 0.12
H 2.963 -1.224 -5.546 0.08
H 2.114 -2.573 9.473 0.12
H 0.826 3.204 -0.572 0.03
H 1.246 0.263 1.052 0.11
H 7.158 4.249 -0.436 0.09
H -5.124 4.906 -1.651 0.10
H 1.792 -5.135 2.020 0.07
H 0.146 0.671 -0.985 0.12
H 3.036 0.333 4.189 0.08
H -4.155 -3.238 -0.939 0.12
H -9.095 4.169 -3.842 0.12
H 1.646 -3.363 1.886 0.08
H -2.978 5.914 2.103 0.14
H -1.175 -3.143 3.759 0.08
H -1.617 5.237 -3.195 0.07
H 9.441 2.677 4.751 0.14
H -6.741 3.128 -2.195 0.10
H 4.462 0.436 0.707 0.09
H -1.535 -5.759 6.691 0.12
H -4.318 6.898 -5.566 0.09
H -3.874 1.622 -3.008 0.06
H -5.937 0.546 -3.131 0.07
H 2.691 2.899 -3.773 0.00
H 0.087 -2.229 4.602 0.09
H 4.386 1.656 -1.412 0.07
H -4.091 7.003 -2.276 0.12
H -1.001 3.986 -4.289 0.08
H -5.947 -0.761 -1.899 0.08
H -1.978 -3.903 -8.989 0.07
H 3.076 -1.527 0.109 0.07
H 0.530 -4.395 0.912 0.10
H 6.174 5.343 -1.437 0.08
H -0.988 2.704 7.439 0.07
H -4.273 -5.229 -3.214 0.11
H 3.041 -4.399 7.210 0.11
H 2.475 -0.476 -4.003 0.07
H 2.510 1.609 5.983 0.06
H -0.104 4.425 -2.858 0.05
H 2.198 5.083 -4.203 0.09
H -4.630 0.807 -10.901 0.13
H 4.486 -2.160 -0.914 0.08
H 4.578 -3.314 -5.134 0.13
H 0.328 5.063 1.641 0.09
H -3.997 4.345 3.535 0.12
H 4.570 2.572 0.533 0.10
H 8.952 1.840 7.055 0.12
H 1.257 5.866 -1.963 0.09
H -9.302 1.465 -5.501 0.08
H -0.256 -7.461 8.547 0.10
H -0.193 -4.985 4.826 0.12
H -9.475 3.269 -5.912 0.10
H 4.178 3.014 2.772 0.10
H 2.929 0.634 -1.243 0.06
H -6.256 6.182 -1.495 0.12
H -2.717 -3.881 -1.768 0.10
H 7.590 2.461 3.096 0.13
H 6.047 3.157 1.344 0.12
H 4.850 -2.185 5.950 0.09
H -4.181 -1.052 -8.522 0.08
H 4.628 -1.971 0.852 0.07
H -2.416 1.712 3.979 0.08
H -2.989 -2.163 2.268 0.07
H -5.843 -4.109 -7.014 0.13
H -8.126 2.343 -6.587 0.08
H -2.657 -1.960 -11.297 0.08
H -3.475 -0.491 3.897 0.10
H -0.766 1.197 2.085 0.11
H -3.389 -2.447 -9.840 0.06
H 1.648 3.822 3.113 0.09
H 10.824 0.039 8.445 0.08
H 3.133 7.230 2.580 0.08
H 0.510 -8.726 12.189 0.09
H -1.785 2.170 6.034 0.06
H -2.446 -5.498 -9.468 0.09
H -5.333 -2.572 -5.194 0.08
H 0.594 -5.577 12.432 0.12
H -4.118 -5.715 -1.426 0.13
H 5.550 1.301 3.492 0.10
H -2.986 2.224 1.662 0.11
H 2.093 1.845 0.982 0.11
H 4.206 0.148 -2.342 0.07
H 10.742 1.737 6.696 0.13
H -4.696 1.500 -6.308 0.11
H -5.558 0.032 -8.836 0.12
H -2.391 5.300 -0.800 0.08
H -3.861 4.726 1.003 0.13
H -1.662 0.985 -2.579 0.09
H -0.735 3.601 5.955 0.08
H 2.056 7.407 -2.450 0.11
H 2.287 8.503 1.520 0.10
H -2.924 7.385 -4.573 0.09
H -2.344 2.261 -6.270 0.13
H 6.052 2.826 -5.194 0.07
H -6.707 -6.698 -2.157 0.09
H -1.731 -5.335 -7.934 0.09
H -4.273 -0.176 -6.453 0.09
H 2.133 -8.291 11.536 0.09
H 3.641 4.359 -2.479 0.09
H 4.171 6.079 -2.184 0.14
H -2.858 0.955 -8.493 0.09
H -7.142 -1.503 -7.037 0.12
H 6.200 0.782 1.924 0.09
H -2.282 4.057 3.503 0.13
H 2.185 -6.070 11.722 0.13
H -6.088 4.683 -3.920 0.12
H -7.962 4.276 -1.753 0.12
H 5.474 3.954 -6.419 0.09
H 3.017 -3.740 -1.854 0.09
H 5.189 -4.237 -3.030 0.12
H -7.689 -5.289 -2.674 0.08
H 5.803 4.636 -3.563 0.11
H -0.306 -5.047 7.880 0.11
H 0.668 -1.596 -1.971 0.09
H -7.496 0.069 -2.420 0.10
H 1.734 -5.390 8.765 0.10
H 1.774 2.285 7.433 0.08
H 6.880 -1.693 1.943 0.08
H 3.695 1.007 2.642 0.04
H 8.384 0.880 2.636 0.13
H -1.371 0.394 -0.205 0.12
H -2.693 -10.373 5.829 0.09
H 7.818 0.263 4.958 0.11
H -2.976 0.190 -10.538 0.13
H 0.810 -3.940 5.976 0.11
H -3.120 -2.789 -7.283 0.12
H 4.013 -3.467 8.286 0.13
H 3.726 -3.296 5.138 0.09
H -1.626 -9.142 7.805 0.13
H -2.859 5.907 -5.551 0.09
H 4.584 2.398 -6.122 0.10
H 3.157 5.296 1.272 0.09
H 2.530 5.211 3.834 0.13
H 2.786 -3.765 -4.901 0.14
H -6.569 0.106 -5.159 0.12
H 4.314 -5.405 -3.901 0.11
H 3.515 -6.664 -1.857 0.13
H 5.007 5.865 -4.624 0.12
H 3.494 -1.577 4.974 0.06
H -1.606 6.459 0.197 0.10
H 0.180 -1.797 -0.282 0.07
H 1.671 -2.005 -4.577 0.08
H 0.496 0.225 -6.598 0.09
H 2.230 3.734 -0.086 0.01
H -5.351 7.284 -3.475 0.13
H 1.852 3.253 5.915 0.08
H 10.011 1.054 4.437 0.11
H 1.001 -3.094 8.233 0.11
H -4.890 -2.489 -3.076 0.07
H -4.027 1.989 4.431 0.13
H 4.614 -5.550 -1.027 0.12
H 0.455 -6.907 5.728 0.11
H -3.611 -4.072 -6.209 0.12
H -0.096 1.908 -6.377 0.10
H -1.648 -10.240 4.341 0.09
H 0.648 -8.602 7.527 0.13
H -4.358 -1.619 1.243 0.09
H -1.659 -1.735 4.738 0.07
```

Summary:
E = -159324.9626 eV
multiplicity = 1
LUMO level = 0.52 eV
total charge = 0

=====

So what do the calculations give for M? Going down the list: 841.95; 219.31; 112.13; 50.11; 1754.51 u.